1.
ORCA calculation (the ωB97M-V functional and the def2-TZVPD basis) on C34H53CaN2O2P2 as an isolated structure.

Summary:
- Total energy: -80206.5292 eV
- Relative energy (zero: lowest compared OMol25 entry of this formula, charge and spin): 0.0 kcal per mole
- Max |F|: 4.8 eV/A
- Total charge: +1
- HOMO-LUMO gap: 5.48 eV
- HOMO level: -8.17 eV

```
94
Properties=species:S:1:pos:R:3:mulliken_charge:R:1
Ca -0.12 -0.30 -0.06 2.29
P 0.51 -0.21 2.74 0.87
P -0.43 1.15 -2.53 0.20
O 1.10 -4.07 -1.64 -0.19
O -1.90 -1.55 0.19 -0.95
N 2.03 -0.23 -0.72 0.43
N 0.38 1.98 0.66 1.34
C 5.37 -0.70 -1.01 -0.35
C 1.69 0.37 -4.18 -1.57
C 1.61 -1.65 3.32 1.82
C 1.19 3.73 2.11 -0.99
C 5.06 1.71 -1.08 -0.13
C 7.27 0.75 -1.30 -0.35
C -2.01 -0.24 -4.39 -1.86
C 1.02 1.67 -3.71 1.80
C 1.61 1.26 2.66 -0.65
C -0.13 2.92 -0.21 0.77
C 6.44 1.87 -1.25 -0.80
C 3.11 0.22 -0.88 -0.45
C 0.52 4.68 1.33 -0.77
C -2.98 -3.56 -0.53 -1.08
C -1.74 1.36 3.28 -1.66
C -2.66 2.17 -4.13 -1.81
C -4.13 -1.86 0.98 -1.38
C 2.89 -1.70 2.46 -1.78
C -0.63 2.55 -1.51 -1.17
C 4.51 0.42 -1.00 0.52
C -0.19 1.01 5.20 -1.85
C 6.74 -0.54 -1.15 -0.71
C 2.02 2.54 -2.94 -1.17
C 0.85 -3.05 -1.19 0.22
C -2.16 0.93 -3.40 1.90
C 1.98 -1.47 4.80 -2.01
C -2.94 -2.27 0.21 0.70
C -0.16 4.28 0.19 -1.04
C -3.22 0.56 -2.34 -1.77
C 0.83 -2.97 3.14 -1.62
C 1.02 2.38 1.77 -0.57
C 0.51 2.48 -4.90 -2.03
C -1.66 -0.88 4.38 -1.86
C -0.81 0.34 3.96 1.99
H 2.45 -0.50 5.00 0.32
H -2.50 -0.52 4.99 0.53
H 1.58 3.50 -2.64 0.34
H 6.86 2.88 -1.34 0.40
H 1.87 1.64 3.66 0.55
H 8.34 0.88 -1.44 0.40
H -4.16 0.33 -2.86 0.60
H -2.19 0.97 2.35 0.09
H 1.38 2.79 -5.50 0.53
H -2.84 3.02 -3.46 0.33
H 0.32 1.94 4.95 0.34
H 0.53 5.73 1.62 0.40
H -0.01 3.39 -4.58 0.38
H 1.51 -3.80 3.41 0.50
H -1.23 2.30 3.04 0.36
H 1.12 -1.61 5.46 0.32
H -1.25 3.33 -1.98 0.14
H -2.87 -3.39 -1.61 0.24
H -0.15 1.90 -5.56 0.33
H -1.36 0.01 -5.24 0.29
H 2.89 2.74 -3.57 0.66
H -3.62 1.91 -4.61 0.53
H -4.98 -1.74 0.30 0.39
H -1.01 1.25 5.89 0.52
H -2.57 1.60 3.97 0.53
H 2.54 0.62 -4.83 0.50
H -2.08 -1.40 3.51 0.20
H 1.00 -0.26 -4.75 0.29
H 3.52 -0.82 2.62 0.37
H -3.96 -0.93 1.53 0.24
H -2.17 -4.23 -0.19 0.28
H 4.40 2.58 -0.99 0.46
H 0.51 -3.13 2.10 0.16
H -3.95 -4.04 -0.34 0.45
H 2.37 2.04 -2.04 -0.44
H 7.40 -1.42 -1.15 0.40
H 2.57 0.95 2.20 0.32
H -2.94 -0.32 -1.75 0.05
H 3.47 -2.58 2.76 0.63
H -1.10 -1.60 4.99 0.30
H 2.71 -2.26 5.06 0.54
H -1.98 2.51 -4.93 0.29
H -3.00 -0.49 -4.80 0.53
H 0.50 0.35 5.73 0.27
H -0.73 4.98 -0.44 0.46
H -4.39 -2.66 1.68 0.46
H 2.67 -1.79 1.39 0.07
H -0.05 -3.03 3.78 0.30
H 1.80 3.99 2.96 0.51
H -1.61 -1.14 -3.90 0.25
H 4.93 -1.69 -0.89 0.41
H 2.07 -0.21 -3.33 0.11
H -3.42 1.38 -1.65 0.29
```

2.
ORCA calculation (the ωB97M-V functional and the def2-TZVPD basis) on a 12-piece molecular cluster, C34H53N12S overall.

Summary:
- Total energy: -64824.7886 eV
- Max |F|: 6.6 eV/A
- Total charge: -1
- HOMO-LUMO gap: 3.26 eV
- HOMO level: -1.86 eV

```
100
Properties=species:S:1:pos:R:3:mulliken_charge:R:1
S -4.69 3.03 3.34 -0.42
N -5.04 -2.37 -6.11 -0.37
N -3.43 0.74 4.64 -0.04
N 2.22 5.40 -4.99 -0.44
N 5.52 7.49 -1.66 -0.47
N 2.96 -3.38 -3.69 -0.40
N -0.09 4.27 -0.37 -0.56
N -1.56 -5.85 0.58 -0.46
N -1.87 -0.15 -1.18 -0.34
N 2.64 -3.06 5.30 -0.36
N 3.98 4.11 2.94 -0.53
N 4.64 1.57 -2.79 -0.51
N -0.65 -2.53 -5.78 -0.49
C 0.83 -0.62 5.22 -1.20
C -1.84 -4.87 -6.18 -0.73
C 2.98 4.68 3.20 0.46
C 3.75 -2.84 5.60 0.35
C -3.67 -1.67 1.85 0.50
C -4.97 -3.93 -8.28 -0.83
C 1.70 5.38 3.54 -0.75
C -3.71 -0.11 1.52 -0.69
C -1.79 -1.69 -3.35 -0.87
C -0.85 -0.84 3.31 -0.22
C -4.19 -2.08 3.30 -0.78
C 0.25 -0.09 3.81 0.38
C 2.39 2.86 -2.16 -0.43
C 3.35 5.58 -4.69 0.38
C 4.77 5.81 -4.30 -0.66
C 4.84 6.79 -1.01 0.30
C -5.01 -3.06 -7.06 0.36
C -0.91 3.51 -0.03 0.30
C 0.97 -5.35 1.28 -0.67
C -3.93 1.88 4.30 0.25
C -1.01 -1.29 1.79 0.32
C 3.98 5.90 -0.18 -0.20
C -1.17 -3.56 -5.95 0.42
C -5.16 -1.03 4.02 -0.47
C -0.45 -5.62 0.89 0.41
C 3.65 2.14 -2.51 0.39
C 3.51 -2.46 -4.15 0.32
C -4.45 -0.19 5.20 -1.04
C 0.85 1.18 3.09 -0.33
C -2.21 -2.29 1.50 -0.72
C 4.20 -1.27 -4.73 -0.67
C -1.93 2.52 0.41 0.16
C 5.16 -2.55 5.98 -0.75
C -1.83 -0.82 -2.13 0.23
H -2.62 -5.03 -5.44 0.28
H 1.65 -5.84 0.58 0.31
H -1.58 -2.72 -3.05 0.30
H -1.02 -0.36 1.14 -0.18
H 5.15 -1.10 -4.22 0.28
H -3.01 0.53 2.15 -0.22
H 1.96 -0.59 5.23 0.18
H -2.74 -1.65 -3.87 0.24
H -0.05 -1.85 1.53 0.14
H 1.40 5.12 4.55 0.34
H 4.40 -1.45 -5.79 0.29
H -2.45 2.11 -0.46 0.29
H 0.92 5.08 2.84 0.19
H 3.62 5.07 -0.78 -0.13
H -5.96 -1.65 4.56 0.34
H -4.80 -3.05 3.16 0.41
H 5.01 6.87 -4.37 0.30
H 4.93 5.47 -3.28 0.08
H -1.46 1.70 0.96 -0.33
H 5.43 5.25 -4.97 0.30
H -1.62 -1.14 4.09 0.03
H -5.93 -3.88 -8.80 0.31
H -2.23 -2.44 0.37 -0.04
H 1.59 2.56 -2.84 0.34
H 2.54 3.94 -2.25 0.03
H 1.85 6.46 3.47 0.33
H 5.84 -3.04 5.29 0.26
H 1.16 -5.73 2.28 0.26
H 0.68 2.09 3.75 0.16
H -4.19 -3.59 -8.96 0.28
H 5.34 -1.47 5.95 0.27
H -5.74 -0.36 3.30 0.21
H 2.10 2.62 -1.14 0.17
H -4.77 -4.96 -7.99 0.26
H -2.28 -4.90 -7.17 0.15
H 3.12 6.46 0.19 0.28
H 1.15 -4.27 1.26 0.19
H -4.39 -2.16 1.10 0.37
H -1.11 -5.68 -6.09 0.34
H 3.58 -0.39 -4.63 0.17
H -4.78 0.27 1.51 0.42
H -2.09 -3.30 2.02 0.35
H -3.34 0.01 0.43 0.14
H 1.96 1.05 2.85 0.33
H -2.66 3.00 1.07 0.15
H 0.24 1.35 2.15 -0.24
H -3.33 -2.39 4.01 0.23
H 5.36 -2.91 6.99 0.26
H 0.37 0.05 6.03 0.30
H 4.54 5.51 0.67 0.24
H -3.87 -0.91 5.87 0.15
H -1.00 -1.35 -4.02 0.40
H 0.44 -1.67 5.45 0.32
```